(1)
C3H7NOS | the ωB97M-V functional and the def2-TZVPD basis

Atoms and positions in Å:
O1 -0.681 -2.355 0.146
C1 -1.011 -1.315 -0.323
C2 -0.093 -0.094 -0.457
C3 -0.484 0.857 0.654
S1 0.572 2.370 0.813
N1 1.333 -0.392 -0.452
H1 -2.035 -1.085 -0.680
H2 -0.317 0.414 -1.400
H3 -0.528 0.378 1.633
H4 -1.479 1.266 0.475
H5 1.598 1.824 0.125
H6 1.625 -0.649 0.494
H7 1.500 -1.218 -1.028

* HOMO: -9.18 eV
* structure (SMILES): N[C@@H](C=O)CS
* energy relative to the best compared isomer or geometry (same formula, charge and spin): 1.180 eV

=====

(2)
C23H23IrN2O2S2 | the ωB97M-V functional and the def2-TZVPD basis

Atoms and positions in Å:
Ir1 -0.234 0.021 -0.573
C1 -0.835 0.523 -3.830
N1 0.318 0.583 -2.931
C2 1.414 -0.222 -3.464
C3 0.719 1.985 -2.755
C4 -0.301 2.689 -1.911
C5 -0.635 4.018 -2.137
C6 -1.597 4.639 -1.354
C7 -2.234 3.920 -0.353
C8 -1.893 2.592 -0.125
C9 -0.923 1.961 -0.893
H1 -0.574 0.927 -4.817
H2 -1.653 1.108 -3.416
H3 -1.161 -0.510 -3.947
H4 1.757 0.169 -4.431
H5 1.074 -1.247 -3.608
H6 2.244 -0.220 -2.762
H7 0.850 2.479 -3.727
H8 1.682 2.003 -2.246
H9 -0.136 4.566 -2.929
H10 -1.861 5.675 -1.526
H11 -2.995 4.392 0.255
H12 -2.381 2.048 0.677
C10 -1.691 -1.357 -1.441
C11 -2.288 -1.657 -0.152
C12 -3.208 -0.755 0.425
C13 -3.768 -1.003 1.662
C14 -3.465 -2.171 2.347
C15 -2.592 -3.089 1.777
C16 -2.002 -2.836 0.556
H13 -2.352 -0.825 -2.120
H14 -1.170 -2.185 -1.917
H15 -3.487 0.127 -0.140
H16 -4.460 -0.290 2.093
H17 -3.897 -2.360 3.321
H18 -2.354 -4.002 2.306
H19 -1.322 -3.560 0.124
O1 -0.193 -1.583 3.419
S1 0.802 -1.920 2.448
O2 0.832 -3.255 1.924
N2 0.818 -0.802 1.187
C17 2.017 -0.234 1.116
S2 2.295 0.781 -0.198
C18 2.969 -0.584 2.154
C19 4.267 -0.124 2.333
C20 5.011 -0.657 3.374
C21 4.474 -1.622 4.222
C22 3.167 -2.066 4.056
C23 2.438 -1.525 3.023
H20 4.674 0.622 1.664
H21 6.029 -0.321 3.521
H22 5.085 -2.031 5.015
H23 2.728 -2.814 4.704

* HOMO (alpha / beta): -7.18 / -6.99 eV
* energy relative to the best compared isomer or geometry (same formula, charge and spin): 2.724 eV

=====

(3)
C21H51N6O15 | the ωB97M-V functional and the def2-TZVPD basis

Atoms and positions in Å:
C1 -0.891 -1.338 2.203
C2 -0.353 -0.391 1.047
O1 -1.054 0.360 0.452
N1 1.180 -0.425 0.801
H1 1.584 -0.384 1.726
H2 1.364 -1.377 0.518
C3 1.618 0.632 -0.144
H3 -1.798 -1.866 1.908
H4 -1.235 -0.590 2.918
H5 -0.230 -1.983 2.782
H6 1.032 0.581 -1.062
H7 2.620 0.327 -0.445
H8 1.475 1.581 0.372
C4 -5.187 -2.656 1.786
C5 -5.078 -1.489 2.789
O2 -4.268 -1.486 3.716
N2 -6.069 -0.343 2.427
H9 -6.860 -0.565 1.840
H10 -6.479 -0.187 3.336
C6 -5.364 0.956 2.077
H11 -5.826 -2.370 0.951
H12 -5.614 -3.581 2.174
H13 -4.211 -2.969 1.415
H14 -4.919 0.979 1.082
H15 -4.680 1.307 2.850
H16 -6.152 1.708 2.072
C7 5.479 1.186 -4.993
C8 4.699 0.484 -3.915
O3 3.594 -0.006 -4.107
N3 5.498 0.341 -2.581
H17 6.347 0.887 -2.620
H18 4.889 0.677 -1.848
C9 5.811 -1.053 -2.147
H19 6.318 0.551 -5.275
H20 5.616 2.228 -4.703
H21 4.725 1.252 -5.778
H22 6.124 -0.998 -1.105
H23 6.690 -1.441 -2.661
H24 4.947 -1.697 -2.314
C10 -2.126 -0.516 -2.215
C11 -2.538 -1.879 -1.782
O4 -2.185 -2.399 -0.766
N4 -3.425 -2.679 -2.712
H25 -3.984 -2.162 -3.376
H26 -2.787 -3.165 -3.327
C12 -4.347 -3.667 -2.043
H27 -1.047 -0.385 -2.306
H28 -2.496 0.367 -1.693
H29 -2.610 -0.332 -3.174
H30 -5.240 -3.208 -1.620
H31 -3.822 -4.189 -1.242
H32 -4.550 -4.472 -2.749
C13 -1.007 3.293 8.159
C14 -1.342 1.978 7.466
O5 -0.732 0.929 7.756
N5 -2.405 1.984 6.299
H33 -3.309 1.869 6.734
H34 -2.483 2.797 5.705
C15 -2.298 0.846 5.327
H35 -1.855 3.506 8.810
H36 -0.681 4.098 7.500
H37 -0.371 3.209 9.041
H38 -1.294 0.930 4.911
H39 -3.036 0.773 4.528
H40 -2.400 -0.098 5.862
C16 -0.166 2.800 -5.461
C17 0.283 1.495 -4.798
O6 0.408 1.372 -3.595
N6 0.466 0.293 -5.730
H41 0.507 -0.504 -5.112
H42 -0.313 0.203 -6.367
C18 1.694 0.264 -6.671
H43 0.625 3.490 -5.167
H44 -1.104 3.136 -5.019
H45 -0.113 2.906 -6.545
H46 1.630 1.031 -7.443
H47 1.993 -0.736 -6.984
H48 2.481 0.483 -5.949
O7 4.916 1.300 0.510
C19 4.961 2.528 -0.014
O8 5.193 2.713 -1.217
O9 4.871 3.508 0.728
H49 5.150 1.387 1.437
O10 3.336 -2.889 -0.327
C20 2.317 -3.708 -0.598
O11 1.202 -3.476 -0.060
O12 2.717 -4.672 -1.268
H50 3.900 -3.464 -0.850
O13 2.620 2.081 4.581
C21 2.116 1.048 3.916
O14 0.948 0.806 3.951
O15 2.890 0.368 3.197
H51 3.501 1.964 4.216

* total charge: +2
* spin multiplicity: 2
* HOMO (alpha / beta): -8.91 / -10.28 eV